# 1
This record from OMol25 describes C4H8FN in the gas phase at a distorted geometry. The level of theory is ωB97M-V/def2-TZVPD.

The geometry in ORCA input format:
```
! RIJCOSX wB97M-V def2-TZVPD def2/J DEFGRID3
* xyz 0 1
F -1.19707 1.58318 -0.45251
N 1.25665 0.68074 0.39812
C -2.08499 -0.60629 -0.18754
C -1.21733 0.33534 0.11676
C 1.55102 -0.12326 -0.80882
C -0.00545 0.24448 0.93291
H 2.51568 0.06648 -1.07118
H 0.97978 0.35431 -1.66187
H -0.00742 -0.71897 1.35437
H 1.32601 -1.17024 -0.84566
H -2.93635 -0.44600 -0.81762
H -0.35011 0.91070 1.75793
H -1.81046 -1.50936 0.25620
H 1.98004 0.39888 1.02893
*
```

Calculated values
Maximum force   3.86 eV/A
Molar mass   89.11 g mol⁻¹
HOMO level   -9.50 eV
ΔE to the lowest compared entry with this formula, charge and spin   137.61 kJ/mol
LUMO   0.97 eV
SMILES   C=C(F)CNC

---

# 2
This record from OMol25 describes C4H8FN in the gas phase at a distorted geometry. The level of theory is ωB97M-V/def2-TZVPD.

The geometry in ORCA input format:
```
! RIJCOSX wB97M-V def2-TZVPD def2/J DEFGRID3
* xyz 0 1
F -2.33930 -0.05311 0.17740
N -0.33812 1.51414 -0.04179
C -1.23216 -0.74493 -0.13942
C 1.15292 -0.17237 0.84442
C -0.02463 0.13009 0.02445
C 1.24080 -0.25560 -0.66100
H -0.67083 1.67540 -0.95096
H 1.37410 -1.32224 -0.89511
H 1.50024 0.67905 1.45183
H 1.12572 -1.17525 1.37797
H -1.08021 1.85308 0.60833
H 1.81762 0.51662 -1.19580
H -1.17603 -1.55879 0.55995
H -1.35011 -1.08608 -1.16029
*
```

Calculated values
Maximum force   2.48 eV/A
Molar mass   89.11 g mol⁻¹
HOMO level   -9.48 eV
ΔE to the lowest compared entry with this formula, charge and spin   112.81 kJ/mol
LUMO   1.12 eV
SMILES   NC1(CF)CC1

---

# 3
This record from OMol25 describes C4H8FN in the gas phase at a distorted geometry. The level of theory is ωB97M-V/def2-TZVPD.

The geometry in ORCA input format:
```
! RIJCOSX wB97M-V def2-TZVPD def2/J DEFGRID3
* xyz 0 1
F 1.60501 -1.52134 -0.46026
N -0.99734 -0.84076 0.16088
C -1.78761 0.08838 -0.67502
C 2.16175 0.69981 -0.23452
C 1.33041 -0.28069 0.04415
C 0.10029 -0.20153 0.86617
H 1.91763 1.68582 0.23687
H 3.02195 0.54835 -0.88827
H -0.11647 0.86266 1.05745
H 0.28199 -0.74022 1.77303
H -1.11686 0.57330 -1.40144
H -2.23785 0.82127 -0.08229
H -2.59581 -0.38026 -1.24856
H -1.56708 -1.31478 0.85181
*
```

Calculated values
Maximum force   2.00 eV/A
Molar mass   89.11 g mol⁻¹
HOMO level   -9.12 eV
ΔE to the lowest compared entry with this formula, charge and spin   89.58 kJ/mol
LUMO   1.01 eV
SMILES   C=C(F)CNC

---

# 4
This record from OMol25 describes C4H8FN3 in the gas phase at a distorted geometry. The level of theory is ωB97M-V/def2-TZVPD.

The geometry in ORCA input format:
```
! RIJCOSX wB97M-V def2-TZVPD def2/J DEFGRID3
* xyz 0 1
F -1.01403 0.81641 -2.08355
N 0.42966 -1.10247 -0.60223
N -0.98238 1.70184 1.48838
N 2.49096 -2.31394 -0.43745
C -0.54075 -0.31989 0.09589
C 1.67976 -1.38178 -0.10297
C -1.30779 0.71526 -0.72863
C -0.36427 1.17497 0.29610
H -1.09711 -0.85142 0.86433
H 2.03299 -0.61081 0.61500
H -2.36845 0.85740 -0.53989
H -0.35608 1.72189 2.28176
H 0.02212 -1.79053 -1.22823
H 0.54926 1.64875 -0.06354
H -1.23963 2.67054 1.28401
H 2.06575 -2.93622 -1.13898
*
```

Calculated values
Maximum force   1.03 eV/A
Molar mass   117.13 g mol⁻¹
HOMO level   -9.12 eV
ΔE to the lowest compared entry with this formula, charge and spin   72.37 kJ/mol
LUMO   0.92 eV
SMILES   [H]/N=C\N[C@H]1[C@H](N)[C@H]1F